Version a
DFT (the ωB97M-V functional and the def2-TZVPD basis) results for a cluster of 3 separate species, C5H10O3 in total.

Geometry as XYZ:
```
18
Properties=species:S:1:pos:R:3:nbo_charge:R:1
O 2.950 1.216 0.537 -0.347
C 2.098 1.279 -0.378 0.015
C 0.925 0.029 -0.231 -0.268
C 0.461 -0.097 1.157 -0.679
C -2.756 -0.131 -0.640 -0.278
C -2.224 1.155 -1.058 0.232
O -2.491 1.265 0.142 -0.406
H 1.357 2.100 -0.224 0.246
H 0.022 0.310 -0.773 0.230
H 1.318 -0.962 -0.538 0.320
H 1.347 -0.244 1.780 0.225
H -0.087 -1.036 1.233 0.325
H -3.763 -0.365 -0.973 0.216
H -2.138 -0.828 -0.089 0.244
H 2.460 1.289 -1.412 0.170
H -0.091 0.737 1.576 0.220
H 0.530 -3.281 -0.157 0.441
O 0.080 -2.437 0.048 -0.908
```

spin multiplicity = 1

***

Version b
DFT (the ωB97M-V functional and the def2-TZVPD basis) results for the molecule C5H10O3.

Geometry as XYZ:
```
18
Properties=species:S:1:pos:R:3:nbo_charge:R:1
C -0.725 0.377 -0.035 -0.258
C -1.532 0.358 1.261 -0.605
C -1.574 -0.075 -1.222 -0.600
C 1.724 0.065 -0.084 0.432
C 0.504 -0.460 0.104 0.205
O 2.826 -0.782 -0.186 -0.726
O 2.038 1.401 0.029 -0.699
O 0.310 -1.797 0.310 -0.683
H 2.524 1.684 -0.758 0.478
H 3.555 -0.406 0.324 0.482
H 1.177 -2.223 0.334 0.494
H -0.279 1.381 -0.283 0.223
H -2.409 0.996 1.170 0.205
H -1.861 -0.657 1.475 0.213
H -1.891 -1.104 -1.071 0.212
H -2.456 0.555 -1.317 0.206
H -0.928 0.704 2.096 0.212
H -1.004 -0.017 -2.148 0.209
```

structure (SMILES) = CC(C)C(O)=C(O)O
spin multiplicity = 1

***

Version c
DFT (the ωB97M-V functional and the def2-TZVPD basis) results for a cluster of 2 separate species, C5H10O3 in total.

Geometry as XYZ:
```
18
Properties=species:S:1:pos:R:3:nbo_charge:R:1
C -1.268 0.804 1.286 -0.257
C -1.049 -1.197 -1.855 0.106
C -0.726 -0.838 -3.102 -0.489
O 0.082 0.834 0.825 -0.542
H -2.043 -1.075 -1.444 0.183
H -1.896 1.273 0.523 0.202
H -1.385 1.368 2.218 0.183
H -1.601 -0.230 1.422 0.181
H 0.268 -1.010 -3.500 0.221
H -1.460 -0.377 -3.752 0.210
C 0.963 0.545 1.831 0.116
C 2.172 1.104 1.873 -0.477
O -0.234 -1.796 -0.926 -0.277
O 1.122 -1.334 -1.179 -0.437
H 1.086 -0.579 -0.561 0.478
H 0.616 -0.178 2.558 0.176
H 2.871 0.866 2.667 0.213
H 2.480 1.818 1.117 0.210
```

structure (SMILES) = C=COC.C=COO
spin multiplicity = 1

***

Structures ranked by computed energy, the most stable listed first: version b, version c, version a.

***

Version a
DFT (the ωB97M-V functional and the def2-TZVPD basis) results for a cluster of 4 separate species, C3H15NO3 in total.

Geometry as XYZ:
```
22
Properties=species:S:1:pos:R:3:nbo_charge:R:1
C 0.580 -2.447 -0.537 -0.213
C 0.994 -2.464 0.945 -0.407
C 2.127 -1.436 1.123 -0.624
N -0.166 -1.209 -0.808 -0.876
H 0.071 -3.376 -0.804 0.180
H 1.496 -2.351 -1.120 0.184
H 1.297 -3.458 1.271 0.209
H 0.198 -2.179 1.639 0.195
H 3.071 -1.835 0.757 0.207
H 2.392 -1.187 2.165 0.208
H 1.799 -0.463 0.761 0.220
H -0.729 -0.964 -0.013 0.371
H -0.793 -1.238 -1.606 0.374
H -1.180 4.859 0.220 0.460
H -0.510 3.549 -0.100 0.481
O -0.349 4.377 0.388 -0.942
H 1.366 1.625 -1.569 0.469
H 0.252 0.588 -1.383 0.494
O 0.420 1.550 -1.396 -0.991
H -2.817 0.677 1.308 0.470
H -2.909 1.362 -0.048 0.473
O -3.107 0.513 0.401 -0.942
```

structure (SMILES) = CCCN.O.O.O
spin multiplicity = 1

***

Version b
DFT (the ωB97M-V functional and the def2-TZVPD basis) results for a cluster of 4 separate species, C3H15NO3 in total.

Geometry as XYZ:
```
22
Properties=species:S:1:pos:R:3:nbo_charge:R:1
C 0.986 0.519 -0.595 -0.229
C 2.445 0.422 -1.255 -0.416
C 2.889 -1.058 -1.193 -0.631
N -0.292 -0.211 -1.055 -0.838
H 1.239 0.035 0.428 0.180
H 0.587 1.650 -0.695 0.205
H 2.302 0.871 -2.322 0.200
H 3.101 1.107 -0.698 0.209
H 2.006 -1.397 -1.830 0.192
H 3.824 -1.292 -1.690 0.220
H 2.920 -1.624 -0.270 0.216
H -0.647 0.134 -1.899 0.353
H 0.105 -1.075 -1.278 0.342
H -0.250 -2.241 3.350 0.462
H -1.760 -1.974 3.384 0.474
O -1.090 -2.653 3.297 -0.936
H -2.059 -1.013 0.123 0.477
H -1.833 -0.377 1.392 0.458
O -2.544 -0.849 0.889 -0.939
H -4.064 3.710 1.398 0.464
H -4.284 3.527 -0.052 0.465
O -3.583 3.790 0.570 -0.930
```

structure (SMILES) = CCCN.O.O.O
spin multiplicity = 1

***

Structures ranked by computed energy, the most stable listed first: version a, version b.

***

Version a
DFT (the ωB97M-V functional and the def2-TZVPD basis) results for the molecule C3H5FO2.

Geometry as XYZ:
```
11
Properties=species:S:1:pos:R:3:nbo_charge:R:1
C -0.944 0.677 -0.667 -0.646
C -0.411 -0.573 -0.153 0.106
C 0.823 -0.242 0.756 0.757
H -1.145 1.272 0.217 0.235
H -0.311 1.293 -1.308 0.227
H -1.901 0.481 -1.250 0.228
H -0.153 -1.318 -0.888 0.196
H 2.721 -0.334 0.561 0.504
O 1.923 -0.319 0.014 -0.685
O 0.806 0.026 1.954 -0.569
F -1.408 -0.964 0.764 -0.353
```

structure (SMILES) = C[C@H](F)C(=O)O
spin multiplicity = 1

***

Version b
DFT (the ωB97M-V functional and the def2-TZVPD basis) results for the molecule C3H5FO2.

Geometry as XYZ:
```
11
Properties=species:S:1:pos:R:3:nbo_charge:R:1
C -0.005 -0.476 -0.022 -0.024
C -0.264 0.611 0.966 0.353
C 0.358 -0.105 -1.443 0.018
O 0.910 -0.128 1.010 -0.466
O -1.217 0.330 1.861 -0.708
F 1.626 -0.654 -1.777 -0.379
H -0.547 -1.403 0.121 0.185
H -0.148 1.559 0.410 0.165
H 0.500 0.975 -1.478 0.163
H -0.293 -0.478 -2.272 0.189
H -0.920 -0.231 2.624 0.503
```

structure (SMILES) = O[C@H]1O[C@@H]1CF
spin multiplicity = 1

***

Structures ranked by computed energy, the most stable listed first: version a, version b.

***

Version a
DFT (the ωB97M-V functional and the def2-TZVPD basis) results for a structure of composition C28H38Cl2KN4O9S2Sb.

Geometry as XYZ:
```
85
Properties=species:S:1:pos:R:3:mulliken_charge:R:1
K 0.128 0.419 0.337 1.574
C -2.132 -1.380 -4.930 -1.048
N -1.514 -0.455 -3.998 0.485
C -1.298 0.916 -4.449 -0.792
C -1.210 -0.798 -2.718 0.411
O -0.688 -0.032 -1.938 -0.089
C -1.557 -2.241 -2.307 -1.288
O -1.414 -2.492 -0.937 -0.114
C -2.317 -1.740 -0.148 0.685
C -1.899 -1.963 1.306 -0.208
O -0.847 -1.499 1.710 -0.441
N -2.689 -2.764 2.088 0.455
C -4.046 -3.157 1.727 -1.075
C -2.266 -2.999 3.459 -1.150
H -1.996 -0.988 -5.936 0.314
H -3.209 -1.496 -4.759 0.282
H -1.669 -2.364 -4.896 0.336
H -0.826 0.902 -5.432 0.305
H -0.627 1.438 -3.771 0.072
H -2.252 1.456 -4.508 0.299
H -0.865 -2.916 -2.817 0.409
H -2.579 -2.475 -2.631 0.504
H -3.348 -2.043 -0.352 0.659
H -2.230 -0.675 -0.363 -0.920
H -4.666 -2.291 1.499 0.323
H -4.479 -3.675 2.581 0.412
H -4.057 -3.846 0.880 0.299
H -1.224 -2.709 3.558 0.281
H -2.373 -4.058 3.703 0.386
H -2.863 -2.409 4.164 0.328
Cl 4.616 1.516 6.203 -0.312
C 3.776 0.915 4.771 0.169
C 3.425 -0.444 4.703 -0.538
C 2.790 -0.930 3.595 0.456
Cl 2.326 -2.616 3.556 -0.265
C 2.471 -0.116 2.427 -0.932
O 1.964 -0.594 1.390 0.300
C 2.809 1.281 2.596 1.486
C 2.454 2.276 1.587 -0.684
O 1.877 2.093 0.537 -0.483
C 3.454 1.756 3.743 -1.007
H 3.651 -1.104 5.530 0.423
H 2.768 3.308 1.859 0.075
H 3.688 2.815 3.811 0.285
O 1.324 2.470 -3.364 -0.693
S 1.891 1.388 -2.503 0.461
N 2.372 0.150 -3.133 -0.550
O -0.654 2.592 2.568 -0.674
C -1.732 2.337 2.055 0.260
N -1.998 1.303 1.210 -0.042
S -3.541 1.226 0.813 0.938
O -3.764 1.335 -0.609 -0.690
O -4.214 0.102 1.440 -0.685
C -4.064 2.712 1.647 0.273
C -5.295 3.336 1.720 -0.613
C -5.387 4.488 2.491 -0.483
C -4.274 4.983 3.166 -0.455
C -3.045 4.336 3.081 -0.495
C -2.960 3.195 2.310 -0.202
H -6.156 2.942 1.192 0.426
H -6.335 5.008 2.563 0.367
H -4.368 5.886 3.759 0.361
H -2.161 4.700 3.592 0.488
C 4.103 -3.338 -3.365 -1.145
C 2.610 -3.099 -3.129 -0.926
Sb 2.058 -2.068 -1.279 0.034
C 4.018 -1.306 -0.762 -0.622
C 4.855 -2.141 0.211 -1.186
C 2.124 -3.959 -0.112 -0.417
C 3.030 -5.129 -0.517 -1.141
H 4.290 -3.859 -4.314 0.324
H 4.552 -3.938 -2.567 0.192
H 4.640 -2.387 -3.407 0.307
H 2.057 -4.046 -3.151 0.564
H 2.212 -2.454 -3.918 0.434
H 3.782 -0.336 -0.320 0.172
H 4.542 -1.112 -1.698 0.678
H 4.284 -2.396 1.111 0.160
H 5.750 -1.596 0.538 0.351
H 5.191 -3.078 -0.243 0.298
H 1.074 -4.276 -0.129 0.474
H 2.327 -3.654 0.920 -0.004
H 2.861 -5.436 -1.555 0.261
H 2.861 -6.015 0.111 0.371
H 4.088 -4.871 -0.424 0.159
```

charge = -2
spin multiplicity = 1

***

Version b
DFT (the ωB97M-V functional and the def2-TZVPD basis) results for a structure of composition C28H38Cl2KN4O9S2Sb.

Geometry as XYZ:
```
85
Properties=species:S:1:pos:R:3:mulliken_charge:R:1
K -0.161 0.504 -0.020 1.393
C 0.262 -4.766 3.129 -1.039
N -0.321 -3.497 2.752 0.425
C -1.491 -3.054 3.497 -0.897
C 0.215 -2.691 1.803 0.409
O -0.265 -1.615 1.505 -0.346
C 1.451 -3.249 1.082 -1.079
O 2.051 -2.363 0.183 -0.148
C 2.654 -1.237 0.803 0.058
C 3.118 -0.325 -0.325 0.010
O 2.302 0.248 -1.022 -0.486
N 4.458 -0.229 -0.562 0.385
C 5.468 -0.694 0.373 -1.094
C 4.897 0.664 -1.617 -1.162
H -0.502 -5.354 3.635 0.317
H 1.112 -4.651 3.813 0.279
H 0.589 -5.337 2.260 0.346
H -2.218 -3.864 3.545 0.332
H -1.966 -2.220 2.992 0.122
H -1.211 -2.750 4.512 0.308
H 1.122 -4.104 0.484 0.373
H 2.182 -3.609 1.821 0.458
H 3.470 -1.552 1.461 0.625
H 1.921 -0.700 1.403 -0.287
H 5.330 -0.253 1.362 0.342
H 6.441 -0.384 -0.005 0.400
H 5.474 -1.784 0.451 0.306
H 4.051 0.883 -2.262 0.319
H 5.689 0.187 -2.199 0.385
H 5.276 1.605 -1.204 0.323
Cl -1.476 5.696 -5.440 -0.309
C -1.198 4.213 -4.538 0.190
C -0.296 3.265 -5.042 -0.564
C -0.082 2.110 -4.352 0.489
Cl 1.048 0.946 -4.989 -0.268
C -0.748 1.760 -3.103 -0.804
O -0.551 0.673 -2.533 0.067
C -1.638 2.797 -2.630 1.525
C -2.364 2.709 -1.370 -0.514
O -2.346 1.833 -0.531 -0.477
C -1.843 3.979 -3.358 -1.044
H 0.230 3.447 -5.970 0.412
H -3.019 3.595 -1.201 0.098
H -2.526 4.722 -2.960 0.272
O -4.146 -1.564 2.141 -0.631
S -3.659 -1.594 0.730 0.280
N -3.484 -2.861 0.010 -0.455
O 0.283 3.657 0.647 -0.681
C 1.026 3.224 1.518 0.343
N 1.462 1.948 1.635 -0.095
S 2.500 1.762 2.838 1.045
O 2.026 0.863 3.864 -0.700
O 3.838 1.480 2.349 -0.679
C 2.446 3.444 3.434 0.128
C 3.086 4.059 4.491 -0.579
C 2.842 5.414 4.688 -0.450
C 1.983 6.114 3.842 -0.455
C 1.349 5.474 2.784 -0.489
C 1.592 4.127 2.595 -0.074
H 3.751 3.506 5.141 0.422
H 3.324 5.931 5.509 0.362
H 1.809 7.169 4.016 0.361
H 0.679 5.995 2.113 0.493
C -2.886 -4.932 -2.842 -1.147
C -1.728 -4.576 -1.920 -0.978
Sb -1.065 -2.496 -1.962 -0.090
C -2.715 -1.576 -3.021 -0.540
C -2.514 -1.293 -4.505 -1.082
C 0.327 -2.785 -3.638 -0.448
C 0.039 -3.859 -4.683 -1.052
H -3.150 -5.995 -2.774 0.339
H -2.661 -4.711 -3.888 0.214
H -3.768 -4.358 -2.556 0.272
H -0.847 -5.195 -2.129 0.675
H -2.024 -4.739 -0.884 0.436
H -2.856 -0.641 -2.477 0.197
H -3.598 -2.184 -2.829 0.551
H -1.585 -0.747 -4.680 0.132
H -3.331 -0.682 -4.904 0.362
H -2.479 -2.213 -5.092 0.296
H 1.285 -2.988 -3.149 0.508
H 0.436 -1.801 -4.099 -0.021
H -0.103 -4.840 -4.223 0.261
H 0.859 -3.953 -5.406 0.382
H -0.867 -3.636 -5.248 0.138
```

charge = -2
spin multiplicity = 1

***

Structures ranked by computed energy, the most stable listed first: version b, version a.